No. 1
{"formula": "C5H12NS", "method": "wB97M-V/def2-TZVPD", "total_charge": -1, "de_lowest_kcal_mol": 22.7, "smiles": "CN(C)CCC[S-]", "orbital_gap_ev": 5.57, "elements": ["C", "N", "C", "C", "C", "C", "S", "H", "H", "H", "H", "H", "H", "H", "H", "H", "H", "H", "H"], "positions_angstrom": [[1.4702, 0.5286, 2.0538], [1.4776, 0.7629, 0.6179], [2.5537, 1.6633, 0.2331], [0.1609, 1.2184, 0.2074], [-0.9957, 0.1512, 0.2727], [-0.6669, -1.0677, -0.6124], [-2.1808, -1.8015, -1.3886], [1.0353, 1.3297, 2.6686], [0.8911, -0.3877, 2.2281], [2.4602, 0.2489, 2.4176], [2.3642, 1.9853, -0.7926], [3.4611, 1.0558, 0.1549], [2.7335, 2.4681, 0.9608], [0.2099, 1.3587, -0.8765], [-0.2538, 2.1207, 0.6697], [-1.8015, 0.6400, -0.2881], [-1.4189, -0.0182, 1.2626], [-0.0660, -1.7566, -0.0062], [-0.0082, -0.7803, -1.4341]], "nbo_charge": [-0.425, -0.438, -0.408, -0.232, -0.425, -0.517, -0.741, 0.158, 0.210, 0.185, 0.201, 0.185, 0.157, 0.192, 0.149, 0.216, 0.189, 0.168, 0.175]}

No. 2
{"formula": "C5H16O3", "method": "wB97M-V/def2-TZVPD", "de_lowest_kcal_mol": 41.4, "smiles": "CC(C)CCO.O.O", "orbital_gap_ev": 10.13, "elements": ["C", "C", "C", "C", "C", "O", "H", "H", "H", "H", "H", "H", "H", "H", "H", "H", "H", "H", "O", "H", "H", "O", "H", "H"], "positions_angstrom": [[-1.1436, 1.5384, 0.3305], [-0.3012, 0.5090, -0.3951], [0.4465, 1.1942, -1.6090], [-0.8995, -0.7167, -1.1734], [-0.3457, -2.0600, -0.5880], [-1.1472, -2.5326, 0.4758], [-2.0640, 1.1977, 0.8111], [-0.5226, 2.0971, 1.0154], [-1.5157, 2.2445, -0.4315], [0.6089, 0.2907, 0.2051], [-0.1395, 1.4879, -2.4736], [1.1909, 0.5111, -2.0438], [1.1559, 1.9966, -1.3599], [-1.9449, -0.5572, -0.8618], [-0.8947, -0.7003, -2.2563], [-0.2583, -2.5753, -1.5589], [0.6412, -2.0960, -0.0920], [-2.0810, -2.5297, 0.2619], [1.9275, -1.1257, 1.3741], [2.6329, -1.1433, 0.7303], [1.9318, -1.7952, 2.0579], [1.0374, 1.8371, 2.8522], [1.4826, 1.1413, 2.3553], [0.2025, 1.7862, 2.3740]], "nbo_charge": [-0.609, -0.232, -0.607, -0.429, -0.072, -0.720, 0.214, 0.191, 0.209, 0.221, 0.199, 0.195, 0.200, 0.205, 0.208, 0.144, 0.204, 0.465, -0.972, 0.488, 0.498, -0.930, 0.473, 0.456]}

No. 3
{"formula": "C3H11N2O3", "method": "wB97M-V/def2-TZVPD", "total_charge": 1, "de_lowest_kcal_mol": 33.8, "orbital_gap_ev": 10.90, "elements": ["C", "C", "N", "C", "N", "H", "H", "H", "H", "H", "H", "H", "O", "H", "H", "O", "H", "H", "O"], "positions_angstrom": [[-1.0678, 2.0706, -0.5496], [-1.4063, 0.7381, -0.7628], [-0.2951, 0.0176, -0.4769], [0.7560, 0.8050, -0.3068], [0.2760, 2.0698, -0.2374], [-1.6118, 2.9846, -0.5360], [-2.3732, 0.4654, -1.1325], [-0.2119, -0.9721, -0.2529], [1.7917, 0.5008, -0.2947], [0.9706, 2.6445, 0.2202], [-2.4763, -2.8846, 0.0409], [-1.4568, -2.8723, -1.0991], [-1.5609, -2.6347, -0.1758], [1.6467, -1.5070, -1.4996], [2.7546, -2.1653, -0.5270], [2.1017, -1.4637, -0.6556], [0.3196, 0.4392, 3.3547], [1.3834, 1.0061, 2.4295], [0.4599, 0.7580, 2.4614]], "nbo_charge": [-0.037, -0.048, -0.473, 0.260, -0.475, 0.256, 0.263, 0.489, 0.281, 0.455, 0.497, 0.476, -0.962, 0.485, 0.512, -0.981, 0.492, 0.468, -0.957]}

No. 4
{"formula": "C9H12N2OS", "method": "wB97M-V/def2-TZVPD", "de_lowest_kcal_mol": 23.3, "smiles": "[H]/N=C(/Nc1ccc(O)cc1)SCC", "orbital_gap_ev": 8.88, "elements": ["H", "N", "C", "N", "C", "C", "C", "C", "O", "C", "C", "S", "C", "C", "H", "H", "H", "H", "H", "H", "H", "H", "H", "H", "H"], "positions_angstrom": [[2.0874, -2.2447, 2.8440], [1.0819, -2.1000, 2.5488], [0.9772, -1.3549, 1.4968], [-0.2476, -1.2197, 0.8809], [-0.8464, -0.0950, 0.2741], [-1.8909, -0.2422, -0.6398], [-2.5053, 0.9432, -1.0979], [-1.9810, 2.2253, -0.8650], [-2.6041, 3.2408, -1.5916], [-0.9829, 2.3477, 0.0930], [-0.4386, 1.1869, 0.6423], [2.2763, -0.4327, 0.6294], [1.8934, -0.9332, -1.1727], [1.8808, -2.4911, -1.3937], [-0.9498, -1.8501, 1.3327], [-2.2784, -1.2251, -0.8702], [-3.3864, 0.9563, -1.8197], [-2.0585, 4.0768, -1.3999], [-0.7964, 3.3344, 0.4354], [0.2667, 1.2846, 1.4376], [0.8553, -0.5730, -1.3113], [2.6175, -0.4192, -1.7910], [1.1750, -3.0110, -0.6748], [1.4682, -2.7205, -2.4066], [2.9327, -2.8940, -1.1443]], "nbo_charge": [0.359, -0.703, 0.311, -0.651, 0.116, -0.225, -0.244, 0.280, -0.667, -0.271, -0.214, 0.131, -0.475, -0.636, 0.408, 0.225, 0.229, 0.478, 0.211, 0.228, 0.223, 0.226, 0.221, 0.221, 0.218]}